Below is 2 unconnected molecules or ions with the total composition C9H7N3O3, with properties calculated with wB97M-V/def2-TZVPD.

ORCA input file:
```
! RIJCOSX wB97M-V def2-TZVPD def2/J DEFGRID3
* xyz 0 1
C 0.99 -3.12 -1.06
C 0.48 -2.23 -1.97
C 1.32 -2.77 0.26
C 0.56 -0.89 -1.65
C 1.31 -1.43 0.53
C -2.27 2.88 1.29
C 1.09 -0.42 -0.41
C -1.59 1.65 1.51
C 1.24 0.86 0.01
N -3.54 2.62 1.54
N -2.42 0.76 1.94
N 0.97 2.10 -0.55
O 1.09 3.03 0.21
O 0.44 2.25 -1.65
O -3.59 1.38 1.99
H 1.08 -4.19 -1.39
H -0.06 -2.44 -2.90
H 1.56 -3.32 1.16
H 0.20 -0.24 -2.46
H 1.57 -1.32 1.57
H -1.92 3.79 0.95
H 1.46 1.05 1.09
*
```

Values from the calculation:
highest occupied orbital energy (spin up / spin down)	-10.34 / -8.59	eV
gap between HOMO and LUMO (spin up / spin down)	8.1 / 6.5	eV
ΔE to the lowest compared entry with this formula, charge and spin	125.4	kcal per mole
LUMO level (spin up / spin down)	-2.26 / -2.06	eV
electronic energy	-736.783479	Eh
M	205.173	g mol⁻¹

***

Below is a molecular structure, C38H20Br4MnN4O3S2, with properties calculated with wB97M-V/def2-TZVPD.

ORCA input file:
```
! RIJCOSX wB97M-V def2-TZVPD def2/J DEFGRID3
* xyz -2 6
Mn -0.23 0.61 0.84
S -6.81 -1.26 -2.01
C -7.88 0.08 -1.92
C -7.24 1.19 -1.45
C -5.87 0.96 -1.16
C -5.47 -0.33 -1.41
C -4.16 -0.93 -1.24
C -3.10 -0.18 -0.69
N -1.88 -0.63 -0.49
C -1.60 -1.93 -0.83
C -2.60 -2.77 -1.40
C -2.24 -4.11 -1.76
C -0.99 -4.57 -1.58
C 0.04 -3.74 -1.01
C 1.34 -4.18 -0.85
C 2.31 -3.30 -0.31
C 1.86 -2.02 0.07
N 0.63 -1.57 -0.05
C -0.30 -2.41 -0.62
C 3.69 -3.66 -0.11
C 4.74 -2.92 0.40
C 5.97 -3.63 0.44
C 5.87 -4.91 -0.03
S 4.26 -5.25 -0.54
C -3.87 -2.25 -1.59
H -8.91 -0.02 -2.22
H -7.72 2.14 -1.32
H -5.20 1.72 -0.79
H -3.24 0.85 -0.40
H -3.01 -4.75 -2.19
H -0.73 -5.59 -1.86
H 1.60 -5.19 -1.15
H 2.58 -1.34 0.50
H 4.64 -1.90 0.74
H 6.89 -3.21 0.81
H 6.65 -5.65 -0.11
H -4.63 -2.89 -2.02
C 3.27 0.20 3.63
C 4.27 0.87 2.93
C 4.01 1.32 1.64
C 2.76 1.09 1.08
N 1.81 0.43 1.77
C 2.05 0.02 3.01
C 2.34 1.51 -0.27
C 3.23 2.04 -1.20
C 2.77 2.43 -2.45
C 1.42 2.30 -2.76
C 0.53 1.78 -1.83
C 0.98 1.37 -0.58
H 3.43 -0.15 4.64
H 5.24 1.04 3.38
H 4.76 1.86 1.09
H 1.22 -0.48 3.50
H 4.28 2.14 -0.97
H 3.46 2.84 -3.18
H 1.06 2.62 -3.73
H -0.52 1.71 -2.06
Br -2.74 7.08 -0.35
C -1.77 5.65 0.42
C -0.79 5.88 1.37
Br -0.40 7.64 1.94
C -0.09 4.79 1.93
Br 1.29 5.04 3.20
C -0.36 3.47 1.57
O 0.24 2.44 2.03
C -1.39 3.23 0.58
O -1.62 2.00 0.27
C -2.05 4.32 0.03
Br -3.35 3.92 -1.29
O -2.06 -1.53 4.23
C -1.57 -0.95 3.31
N -1.09 -0.36 2.40
*
```

Values from the calculation:
highest occupied orbital energy (spin up / spin down)	-0.11 / -1.94	eV
gap between HOMO and LUMO (spin up / spin down)	3.8 / 5.7	eV
ΔE to the lowest compared entry with this formula, charge and spin	0.0	kcal per mole
LUMO level (spin up / spin down)	3.74 / 3.74	eV
electronic energy	-14148.447667	Eh
M	1019.291	g mol⁻¹

***

Below is 2 unconnected molecules or ions with the total composition C4H8ClNO, with properties calculated with wB97M-V/def2-TZVPD.

ORCA input file:
```
! RIJCOSX wB97M-V def2-TZVPD def2/J DEFGRID3
* xyz 0 1
C 0.94 -0.91 0.79
C 0.84 0.34 1.68
C -0.25 -0.61 1.45
C -0.22 0.27 -2.27
N -1.58 0.37 -0.42
O -0.47 0.97 -1.03
Cl -2.63 1.37 0.43
H 0.99 -0.67 -0.26
H 1.48 -1.71 1.11
H 1.21 0.19 2.83
H 0.85 1.29 1.24
H -0.91 -1.28 2.15
H 0.92 0.23 -2.32
H -0.62 0.89 -3.16
H -0.56 -0.74 -2.22
*
```

Values from the calculation:
highest occupied orbital energy (spin up / spin down)	-8.75 / -7.86	eV
gap between HOMO and LUMO (spin up / spin down)	9.3 / 7.9	eV
ΔE to the lowest compared entry with this formula, charge and spin	176.8	kcal per mole
LUMO level (spin up / spin down)	0.58 / 0.01	eV
electronic energy	-747.116837	Eh
M	121.567	g mol⁻¹

***

Below is 2 unconnected molecules or ions with the total composition C11H17N2, with properties calculated with wB97M-V/def2-TZVPD.

ORCA input file:
```
! RIJCOSX wB97M-V def2-TZVPD def2/J DEFGRID3
* xyz 1 1
C -4.33 0.15 -0.04
C -3.54 1.30 0.26
C -3.67 -1.00 -0.31
C -2.18 1.14 0.55
C -2.34 -1.18 -0.07
C -1.67 -0.06 0.31
C 1.49 1.74 -0.59
C 2.20 0.49 -1.09
C 1.05 0.07 1.02
C 3.16 -0.94 0.66
C 1.11 -1.61 -0.57
N 1.33 1.46 0.89
N 1.92 -0.51 0.00
H -5.33 0.23 -0.21
H -4.00 2.28 0.54
H -4.29 -1.80 -0.57
H -1.52 1.98 0.77
H -1.84 -2.17 -0.27
H 2.17 2.62 -0.56
H 0.52 1.92 -0.99
H 1.78 0.30 -2.04
H 3.21 0.59 -1.10
H 1.17 -0.12 2.09
H 3.07 -1.90 1.15
H 3.75 -1.17 -0.28
H 3.49 -0.21 1.37
H 0.75 -2.25 0.23
H 0.23 -1.18 -1.15
H 1.63 -2.19 -1.43
H 0.70 2.03 1.42
*
```

Values from the calculation:
highest occupied orbital energy (spin up / spin down)	-11.83 / -11.86	eV
gap between HOMO and LUMO (spin up / spin down)	8.4 / 8.7	eV
ΔE to the lowest compared entry with this formula, charge and spin	142.8	kcal per mole
LUMO level (spin up / spin down)	-3.47 / -3.13	eV
electronic energy	-538.413080	Eh
M	177.271	g mol⁻¹

***

- Look up the electronic energy of the fourth one.
  -538.413080 Eh

***

What did the second record say?
Below is a molecular structure, C38H20Br4MnN4O3S2, with properties calculated with wB97M-V/def2-TZVPD.

ORCA input file:
```
! RIJCOSX wB97M-V def2-TZVPD def2/J DEFGRID3
* xyz -2 6
Mn -0.23 0.61 0.84
S -6.81 -1.26 -2.01
C -7.88 0.08 -1.92
C -7.24 1.19 -1.45
C -5.87 0.96 -1.16
C -5.47 -0.33 -1.41
C -4.16 -0.93 -1.24
C -3.10 -0.18 -0.69
N -1.88 -0.63 -0.49
C -1.60 -1.93 -0.83
C -2.60 -2.77 -1.40
C -2.24 -4.11 -1.76
C -0.99 -4.57 -1.58
C 0.04 -3.74 -1.01
C 1.34 -4.18 -0.85
C 2.31 -3.30 -0.31
C 1.86 -2.02 0.07
N 0.63 -1.57 -0.05
C -0.30 -2.41 -0.62
C 3.69 -3.66 -0.11
C 4.74 -2.92 0.40
C 5.97 -3.63 0.44
C 5.87 -4.91 -0.03
S 4.26 -5.25 -0.54
C -3.87 -2.25 -1.59
H -8.91 -0.02 -2.22
H -7.72 2.14 -1.32
H -5.20 1.72 -0.79
H -3.24 0.85 -0.40
H -3.01 -4.75 -2.19
H -0.73 -5.59 -1.86
H 1.60 -5.19 -1.15
H 2.58 -1.34 0.50
H 4.64 -1.90 0.74
H 6.89 -3.21 0.81
H 6.65 -5.65 -0.11
H -4.63 -2.89 -2.02
C 3.27 0.20 3.63
C 4.27 0.87 2.93
C 4.01 1.32 1.64
C 2.76 1.09 1.08
N 1.81 0.43 1.77
C 2.05 0.02 3.01
C 2.34 1.51 -0.27
C 3.23 2.04 -1.20
C 2.77 2.43 -2.45
C 1.42 2.30 -2.76
C 0.53 1.78 -1.83
C 0.98 1.37 -0.58
H 3.43 -0.15 4.64
H 5.24 1.04 3.38
H 4.76 1.86 1.09
H 1.22 -0.48 3.50
H 4.28 2.14 -0.97
H 3.46 2.84 -3.18
H 1.06 2.62 -3.73
H -0.52 1.71 -2.06
Br -2.74 7.08 -0.35
C -1.77 5.65 0.42
C -0.79 5.88 1.37
Br -0.40 7.64 1.94
C -0.09 4.79 1.93
Br 1.29 5.04 3.20
C -0.36 3.47 1.57
O 0.24 2.44 2.03
C -1.39 3.23 0.58
O -1.62 2.00 0.27
C -2.05 4.32 0.03
Br -3.35 3.92 -1.29
O -2.06 -1.53 4.23
C -1.57 -0.95 3.31
N -1.09 -0.36 2.40
*
```

Values from the calculation:
highest occupied orbital energy (spin up / spin down)	-0.11 / -1.94	eV
gap between HOMO and LUMO (spin up / spin down)	3.8 / 5.7	eV
ΔE to the lowest compared entry with this formula, charge and spin	0.0	kcal per mole
LUMO level (spin up / spin down)	3.74 / 3.74	eV
electronic energy	-14148.447667	Eh
M	1019.291	g mol⁻¹

***

- Among the records above, which one has the highest ΔE to the lowest compared entry with this formula, charge and spin?
  C4H8ClNO